The following is a DFT calculation (ωB97M-V/def2-TZVPD) of a single C19H15ClN2O3S molecule at a distorted geometry.

Atoms and positions in Å:
C  -2.003  -3.048  1.743
C  -0.913  -2.261  1.100
N  -0.008  -2.897  0.308
C  0.875  -2.096  -0.176
N  1.835  -2.534  -1.050
C  2.938  -1.902  -1.572
O  3.533  -2.393  -2.505
C  3.365  -0.642  -0.901
C  3.726  -0.654  0.443
C  4.187  0.498  1.050
C  4.281  1.666  0.309
Cl  4.839  3.111  1.069
C  3.941  1.688  -1.035
C  3.495  0.528  -1.640
S  0.665  -0.418  0.294
C  -0.719  -0.918  1.229
C  -1.548  0.065  1.989
C  -2.828  0.341  1.238
C  -4.052  -0.064  1.744
C  -5.244  0.152  1.054
C  -5.156  0.784  -0.161
C  -3.925  1.194  -0.679
C  -2.752  0.985  -0.002
O  -4.122  1.794  -1.894
C  -5.514  1.752  -2.126
O  -6.153  1.118  -1.039
H  -2.971  -2.741  1.350
H  -1.848  -4.102  1.536
H  -2.007  -2.888  2.820
H  1.645  -3.454  -1.435
H  3.651  -1.568  1.014
H  4.470  0.494  2.091
H  4.029  2.602  -1.600
H  3.237  0.525  -2.688
H  -0.983  0.991  2.112
H  -1.778  -0.338  2.977
H  -4.092  -0.556  2.704
H  -6.193  -0.161  1.453
H  -1.807  1.305  -0.410
H  -5.901  2.778  -2.233
H  -5.716  1.190  -3.052

HOMO energy: -8.08 eV
LUMO: 0.31 eV
ΔE to the lowest compared entry with this formula, charge and spin: 0.608 eV
SMILES: Cc1nc(NC(=O)c2ccc(Cl)cc2)sc1Cc1ccc2c(c1)OCO2
HOMO-LUMO gap: 8.39 eV

The following is a DFT calculation (ωB97M-V/def2-TZVPD) of a molecular structure, C19H15ClN5O6PtS2 at a distorted geometry.

Atoms and positions in Å:
Pt  -0.018  0.176  0.107
N  4.349  5.419  3.179
C  3.292  4.667  2.943
C  2.298  5.107  2.003
C  1.219  4.322  1.766
C  1.103  3.091  2.456
C  2.059  2.646  3.391
C  3.147  3.418  3.631
S  -0.357  2.122  2.237
O  -0.013  0.731  2.489
O  -1.341  2.728  3.078
N  -0.634  2.221  0.649
C  -1.973  2.243  0.217
N  -2.276  1.136  -0.465
C  -3.513  1.028  -0.940
C  -4.439  2.030  -0.733
C  -4.008  3.143  -0.027
N  -2.767  3.268  0.448
H  4.473  6.307  2.715
H  5.069  5.119  3.820
H  2.422  6.054  1.494
H  0.451  4.611  1.061
H  1.941  1.682  3.869
H  3.912  3.096  4.328
H  -3.748  0.124  -1.490
H  -5.448  1.951  -1.109
H  -4.678  3.974  0.168
S  -0.265  -3.284  -2.681
C  -0.801  -3.858  -1.158
C  -0.888  -2.869  -0.233
C  -0.501  -1.609  -0.771
C  -0.144  -1.687  -2.090
C  0.361  -0.535  -2.823
C  0.663  -0.496  -4.177
C  1.138  0.682  -4.721
C  1.301  1.801  -3.914
C  0.980  1.693  -2.575
N  0.524  0.554  -2.058
H  -1.016  -4.908  -1.026
H  -1.204  -3.035  0.787
H  0.528  -1.380  -4.786
H  1.383  0.732  -5.773
H  1.677  2.732  -4.311
H  1.098  2.517  -1.882
O  4.178  0.091  0.337
Cl  2.919  0.111  0.998
O  3.055  0.217  2.419
O  2.121  1.278  0.499
O  2.101  -1.051  0.634

spin multiplicity: 5
<S²>: 6.04
HOMO energy (alpha / beta): -10.59 / -10.98 eV
LUMO (alpha / beta): -2.96 / -6.48 eV
HOMO-LUMO gap (alpha / beta): 7.63 / 4.50 eV
charge: +1

The following is a DFT calculation (ωB97M-V/def2-TZVPD) of a molecular structure, C19H15CoNO5S3.

Atoms and positions in Å:
Co  -1.845  1.152  -0.909
S  -2.082  5.255  -2.608
C  -2.029  3.714  -1.980
S  -1.402  2.311  -2.803
S  -2.633  3.223  -0.437
O  0.358  1.402  -0.348
C  1.026  0.156  -0.558
C  0.133  -0.863  -1.364
O  0.703  -1.900  -1.714
O  -1.071  -0.544  -1.564
C  1.261  -0.456  0.812
C  0.740  0.131  1.958
C  0.941  -0.464  3.199
C  1.661  -1.643  3.307
C  2.176  -2.237  2.160
C  1.975  -1.650  0.922
C  2.304  0.446  -1.337
C  3.541  0.562  -0.719
C  4.668  0.924  -1.449
C  4.564  1.180  -2.807
C  3.327  1.074  -3.431
C  2.208  0.706  -2.703
H  0.403  1.945  -1.154
H  0.154  1.033  1.872
H  0.516  -0.003  4.082
H  1.812  -2.105  4.277
H  2.728  -3.168  2.231
H  2.340  -2.123  0.020
H  3.627  0.372  0.343
H  5.627  1.010  -0.950
H  5.440  1.465  -3.378
H  3.233  1.281  -4.490
H  1.242  0.622  -3.188
O  -6.257  -1.528  -0.349
C  -5.254  -1.246  0.285
C  -5.029  -1.767  1.723
C  -3.704  -1.144  2.118
C  -3.338  -0.351  0.868
O  -2.274  0.308  0.833
N  -4.228  -0.435  -0.114
H  -5.016  -2.858  1.703
H  -5.870  -1.459  2.346
H  -2.911  -1.864  2.325
H  -3.765  -0.466  2.970

spin multiplicity: 2
<S²>: 0.77
HOMO energy (alpha / beta): -1.98 / -1.90 eV
LUMO (alpha / beta): 4.59 / 4.59 eV
ΔE to the lowest compared entry with this formula, charge and spin: 0.000 eV
HOMO-LUMO gap (alpha / beta): 6.58 / 6.49 eV
charge: -2

The following is a DFT calculation (ωB97M-V/def2-TZVPD) of a molecular structure, C19H15NPtS4.

Atoms and positions in Å:
Pt  -1.070  -0.126  -0.940
S  -0.091  -1.471  -2.436
C  1.267  -0.330  -2.708
C  2.554  -0.792  -2.967
C  3.605  0.091  -3.180
C  3.397  1.463  -3.147
C  2.115  1.948  -2.918
C  1.087  1.055  -2.687
S  -0.630  1.532  -2.503
C  -0.714  2.989  -1.416
C  -1.502  2.726  -0.154
C  -2.397  3.623  0.381
C  -2.954  3.321  1.624
C  -2.547  2.204  2.316
C  -1.624  1.341  1.718
C  -1.030  0.186  2.488
S  0.520  -0.455  1.803
C  0.228  -2.189  1.772
C  1.175  -3.000  2.398
C  1.064  -4.378  2.363
C  -0.020  -4.954  1.713
C  -0.958  -4.154  1.085
C  -0.847  -2.761  1.080
S  -2.090  -1.821  0.240
N  -1.196  1.586  0.482
H  2.727  -1.861  -2.971
H  4.597  -0.299  -3.363
H  4.216  2.151  -3.305
H  1.927  3.016  -2.925
H  -1.162  3.807  -1.977
H  0.307  3.271  -1.155
H  -2.651  4.533  -0.144
H  -3.682  3.993  2.063
H  -2.919  1.993  3.310
H  -1.756  -0.624  2.545
H  -0.832  0.546  3.499
H  1.996  -2.530  2.926
H  1.810  -4.994  2.848
H  -0.129  -6.031  1.684
H  -1.790  -4.602  0.556

HOMO energy: -7.10 eV
LUMO: -0.40 eV
ΔE to the lowest compared entry with this formula, charge and spin: 0.538 eV
HOMO-LUMO gap: 6.70 eV

| no. | molar mass (g mol⁻¹) | total energy (Ha) |
| --- | --- | --- |
| 1 | 386.86 | -1926.6608 |
| 2 | 704.02 | -2833.4872 |
| 3 | 492.46 | -3741.5141 |
| 4 | 580.68 | -2499.8867 |